{"formula": "C3H5P", "method": "ωB97M-V with the def2-TZVPD basis set", "species": ["C", "C", "C", "P", "H", "H", "H", "H", "H"], "xyz": [[-0.02, 0.32, -0.29], [-1.72, 0.55, -1.28], [1.42, 0.40, -0.19], [-1.42, -0.45, 0.17], [1.96, 1.38, -0.35], [1.38, 0.23, 0.87], [1.91, -0.36, -0.75], [-1.50, -1.83, 0.38], [-2.01, -0.25, 1.43]], "homo_lumo_gap_ev": [8.3, 8.3], "spin_multiplicity": 1, "homo_ev": [-8.63, -8.63], "relative_energy_ev": 5.7920}